Molecular formula: C33H34F5MnN6S2Sb
Method: DFT, wB97M-V/def2-TZVPD

Structure (XYZ):
```
82
C33H34F5MnN6S2Sb wB97M-V/def2-TZVPD
Mn 0.0235 -0.0981 -0.1443
C 0.7179 -5.1709 3.3883
C 1.6281 -4.1523 2.7090
N 1.2448 -2.7789 3.0024
C 0.4489 -1.9929 2.2532
S -0.0663 -2.5134 0.6783
N 0.0821 -0.8597 2.8575
N -0.5740 -0.0578 2.0036
C -1.3916 0.8324 2.4132
C -1.6780 1.1228 3.8523
C -2.0885 1.5600 1.3307
C -2.9211 2.6394 1.5895
C -3.5481 3.2871 0.5387
C -3.3557 2.8291 -0.7537
C -2.5228 1.7405 -0.9324
N -1.8973 1.1247 0.0711
H 1.0634 -6.1883 3.1893
H -0.3029 -5.0726 3.0129
H 0.7031 -5.0192 4.4706
H 1.5990 -4.2730 1.6310
H 2.6613 -4.2878 3.0299
H 1.3745 -2.4473 3.9464
H -1.2347 0.3437 4.4643
H -2.7533 1.1649 4.0438
H -1.2408 2.0850 4.1375
H -3.0577 2.9780 2.6076
H -4.1804 4.1450 0.7298
H -3.8274 3.2991 -1.6063
H -2.3573 1.3302 -1.9226
F 1.7690 -1.0033 -1.4969
C 2.8412 -0.3158 -0.7894
F 2.1545 -0.1712 0.5029
C 3.8279 -1.4260 -0.4839
F 3.3729 -2.4824 0.2229
F 4.8436 -0.9044 0.2440
F 4.3333 -1.9065 -1.6274
S 0.7987 2.8763 0.6090
C 2.4135 2.9044 1.0714
N 3.3019 3.8764 0.7557
C 4.6823 3.4789 1.0409
C 4.4827 2.2413 1.9376
N 3.0538 1.9836 1.7923
H 3.0612 4.5649 0.0660
H 5.2289 4.2714 1.5451
H 5.2099 3.2191 0.1221
H 4.7359 2.4461 2.9775
H 5.0683 1.3920 1.5933
H 2.6114 1.1176 2.0497
C -1.5503 4.5069 -6.2104
C -2.2816 3.4656 -5.6529
C -1.6971 2.6357 -4.7046
C -0.3724 2.8249 -4.3079
C 0.3446 3.8885 -4.8572
C -0.2401 4.7213 -5.8058
Sb 0.5358 1.4936 -2.8754
C -0.2390 -0.2376 -3.9263
C -0.2754 -0.3240 -5.3206
C -0.8485 -1.4184 -5.9555
C -1.4114 -2.4451 -5.2089
C -1.4045 -2.3712 -3.8248
C -0.8248 -1.2727 -3.2014
C 2.5066 1.7430 -3.6712
C 3.4949 2.2154 -2.8105
C 4.7794 2.4600 -3.2812
C 5.0878 2.2268 -4.6150
C 4.1067 1.7591 -5.4790
C 2.8203 1.5241 -5.0090
H -1.9993 5.1465 -6.9602
H -3.3069 3.2951 -5.9601
H -2.2789 1.8168 -4.2922
H 1.3710 4.0642 -4.5579
H 0.3328 5.5374 -6.2300
H 0.1263 0.4788 -5.9238
H -0.8649 -1.4638 -7.0385
H -1.8590 -3.2978 -5.7062
H -1.8437 -3.1615 -3.2279
H -0.8507 -1.2584 -2.1214
H 3.2676 2.3699 -1.7627
H 5.5469 2.8101 -2.5999
H 6.0930 2.4019 -4.9790
H 4.3403 1.5806 -6.5222
H 2.0669 1.1694 -5.6998
```

- HOMO (alpha / beta): -7.5 / -7.5 eV
- ΔE to the lowest compared entry with this formula, charge and spin: 44.1 kcal/mol
- Spin multiplicity: 6
- Kohn-Sham gap (alpha / beta): 7.39 / 7.29 eV

Atomic partial charges in e from the Löwdin method, atoms 1 to 4: number 1, Mn, carries 0.622; number 2, C, carries -0.089; number 3, C, carries -0.281; number 4, N, carries -0.015

Molecular formula: C23H28FN2O
Method: DFT, wB97M-V/def2-TZVPD

Structure (XYZ):
```
55
C23H28FN2O wB97M-V/def2-TZVPD
C 4.2137 -0.2992 0.5440
N 3.2892 0.1933 1.5112
C 3.4165 1.5418 1.9784
C 2.2771 2.4785 1.5396
C 1.1055 1.7770 0.8983
N 0.2328 2.5926 0.2033
C 0.4821 4.0378 0.1899
C -0.7485 4.7312 -0.3716
O -1.1045 4.1975 -1.6584
C -1.4668 2.8206 -1.5553
C -0.3500 1.9738 -0.9797
C 0.9254 0.4199 0.9785
C 1.9690 -0.4173 1.6183
H 4.2190 -1.3993 0.6005
H 3.9551 -0.0018 -0.4942
H 5.2076 0.1110 0.7828
H 3.4342 1.5273 3.0818
H 4.3798 1.9268 1.6091
H 1.9387 3.0543 2.4227
H 2.7163 3.1835 0.8065
H 0.6568 4.4146 1.2093
H 1.3636 4.2960 -0.4315
H -1.5706 4.6124 0.3623
H -0.5459 5.7947 -0.5639
H -2.3635 2.6927 -0.9230
H -1.6659 2.4880 -2.5813
H 0.4305 1.8134 -1.7553
H -0.7583 0.9917 -0.7157
H 0.0027 -0.0883 0.6879
H 2.0226 -1.4354 1.2013
H 1.7121 -0.4739 2.6941
F -0.9495 -4.5055 -4.1414
C -1.5312 -3.3654 -3.6362
C -2.3306 -2.6162 -4.4902
C -2.9609 -1.4860 -3.9552
C -2.7870 -1.1389 -2.6224
C -1.9359 -1.8910 -1.7482
C -1.8192 -1.4517 -0.3846
C -1.4658 -2.1872 0.7893
C -1.8019 -1.5967 2.0555
C -1.3887 -2.1531 3.2522
C -0.6351 -3.3392 3.2567
C -0.3644 -3.9808 2.0363
C -0.8100 -3.4511 0.8348
C -1.2932 -3.0324 -2.3098
H -2.4551 -2.8943 -5.5352
H -3.6137 -0.8829 -4.5913
H -3.3699 -0.3145 -2.1918
H -2.3176 -0.4951 -0.1872
H -2.4483 -0.7125 2.0588
H -1.6569 -1.6746 4.1933
H -0.2794 -3.7566 4.1892
H 0.1874 -4.9208 2.0362
H -0.7031 -4.0391 -0.0764
H -0.6463 -3.6698 -1.7221
```

- HOMO: -9.8 eV
- ΔE to the lowest compared entry with this formula, charge and spin: 109.4 kcal/mol
- Net charge: +1
- Kohn-Sham gap: 3.60 eV

Atomic partial charges in e from the natural (NBO) method, atoms 1 to 4: number 1, C, carries -0.386; number 2, N, carries -0.463; number 3, C, carries -0.198; number 4, C, carries -0.470

Molecular formula: C9H28O9
Method: DFT, wB97M-V/def2-TZVPD

Structure (XYZ):
```
46
C9H28O9 wB97M-V/def2-TZVPD
O 0.3507 1.2573 4.1083
C 0.7238 0.2719 3.1706
C 1.7412 -0.6638 3.8860
O 1.9275 -1.9723 3.3412
H -0.3695 0.8729 4.6134
H -0.2075 -0.1698 2.8161
H 1.1974 0.7490 2.3126
H 1.3175 -0.8702 4.8688
H 2.6783 -0.1592 4.1213
H 2.7809 -2.2899 3.6451
O 1.7932 1.2079 -3.9307
C 0.8174 0.5656 -4.6821
C -0.5418 0.8061 -4.0200
O -0.8659 -0.2801 -3.1665
H 1.8063 0.6578 -3.1440
H 0.6660 1.1519 -5.5884
H 1.0034 -0.4925 -4.8666
H -1.2549 0.7489 -4.8424
H -0.5108 1.7824 -3.5364
H -0.7020 -1.0360 -3.7351
O -1.9237 -2.0817 1.3084
C -1.5400 -2.7124 0.0989
C 0.0019 -3.3681 0.1690
O 0.1380 -4.1303 1.2542
H -2.7173 -1.5855 1.0948
H -2.2394 -3.5280 -0.0841
H -1.7163 -2.0254 -0.7287
H 0.7052 -2.5358 0.1933
H -0.0158 -3.9447 -0.7559
H -0.1357 -3.5027 1.9271
O -2.7909 3.3582 -0.9000
C -1.6070 2.6024 -0.6266
C -1.4175 2.5446 0.8717
O -2.4604 1.8909 1.5250
H -3.5048 2.9941 -0.3716
H -1.5579 1.5670 -0.9638
H -0.8661 3.1732 -1.1863
H -1.5444 3.5579 1.2528
H -0.4823 2.1532 1.2722
H -2.9113 2.4873 2.1271
C 2.2129 0.3930 -0.2550
O 2.3425 -0.5706 -1.2890
H 2.5760 0.1054 0.7317
H 2.7272 1.2953 -0.5859
H 1.1837 0.7421 -0.1713
H 3.1922 -1.0173 -1.2791
```

- HOMO: -9.5 eV
- ΔE to the lowest compared entry with this formula, charge and spin: 48.0 kcal/mol
- Kohn-Sham gap: 9.99 eV

Atomic partial charges in e from the natural (NBO) method, atoms 1 to 4: number 1, O, carries -0.715; number 2, C, carries -0.092; number 3, C, carries -0.087; number 4, O, carries -0.728

Molecular formula: C8H14N2O4PdS
Method: DFT, wB97M-V/def2-TZVPD

Structure (XYZ):
```
30
C8H14N2O4PdS wB97M-V/def2-TZVPD
Pd -0.6445 -0.4257 -0.0370
N -0.7597 1.7979 0.9006
C -1.6647 2.4927 -0.0223
C -1.4769 1.9664 -1.4558
O -1.3391 2.7390 -2.3889
N -1.5456 0.6130 -1.5610
C -1.2631 0.0751 -2.8154
C 0.3592 -0.4200 -2.9048
O 0.6563 -0.7990 -4.0060
O 0.9397 -0.3415 -1.8276
H -0.9752 2.0203 1.8684
H 0.2048 2.0729 0.7021
H -1.4952 3.5770 -0.0436
H -2.7002 2.3046 0.2781
H -1.3686 0.7957 -3.6301
H -1.7949 -0.8542 -3.0208
O 0.5207 -1.8293 1.2177
S 0.5009 -2.6354 -0.0456
C 1.6391 -4.0750 0.2250
C 0.8232 -5.2846 -0.1793
C -0.5338 -5.1186 0.5009
C -0.9968 -3.7128 0.1440
H 1.9335 -4.0813 1.2720
H 2.5115 -3.9195 -0.4025
H 1.3083 -6.2154 0.1133
H 0.6841 -5.2920 -1.2641
H -0.4197 -5.2224 1.5822
H -1.2456 -5.8698 0.1537
H -1.6213 -3.2344 0.9039
H -1.5066 -3.6953 -0.8195
```

- HOMO: -7.5 eV
- ΔE to the lowest compared entry with this formula, charge and spin: 73.9 kcal/mol
- Kohn-Sham gap: 5.59 eV

Atomic partial charges in e from the natural (NBO) method, atoms 1 to 4: number 1, Pd, carries 0.894; number 2, N, carries -0.837; number 3, C, carries -0.313; number 4, C, carries 0.624

Molecular formula: C7H26N10O7Zn
Method: DFT, wB97M-V/def2-TZVPD

Structure (XYZ):
```
51
C7H26N10O7Zn wB97M-V/def2-TZVPD
Zn -0.2123 -0.2602 -0.1381
C 1.3793 0.6501 -2.7945
O 0.7694 0.0933 -1.8730
N 2.7130 0.5838 -2.8833
N 0.8388 1.6425 -3.5608
H 3.1843 1.0384 -3.6428
H 3.1520 0.1772 -2.0780
H -0.1590 1.7592 -3.5132
H 1.2957 1.9467 -4.4033
C 2.1212 1.5736 1.1428
O 1.2128 0.9847 0.5323
N 3.4153 1.2462 1.1503
N 1.7962 2.6243 1.9365
H 3.9991 1.9394 1.5886
H 3.7963 0.3798 0.8212
H 0.8516 2.9580 1.9737
H 2.3350 2.8765 2.7495
C -2.7118 -1.3497 -1.6945
O -1.6384 -1.3074 -1.0726
N -2.7487 -1.9440 -2.9090
N -3.8597 -0.8002 -1.2875
H -3.4971 -1.7261 -3.5464
H -1.8704 -2.1590 -3.3507
H -4.7165 -0.8215 -1.8132
H -3.9069 -0.2492 -0.4470
C 1.9106 -2.7806 0.2174
O 1.2515 -1.7415 0.0732
N 3.1083 -2.9040 -0.3791
N 1.5542 -3.8829 0.9217
H 3.6253 -3.7645 -0.3722
H 3.4724 -2.0912 -0.8384
H 0.7292 -3.8283 1.4946
H 2.1231 -4.6998 1.0481
C -1.9188 2.4311 -0.7032
O -1.4410 1.3617 -0.2971
N -1.8557 3.5879 -0.0060
N -2.5028 2.6014 -1.9116
H -1.3522 3.5498 0.8615
H -2.2265 4.4078 -0.4411
H -2.6486 3.5281 -2.2606
H -2.4993 1.8095 -2.5333
C -0.4327 -0.2815 2.9976
C -0.7172 -1.1690 4.2384
O -2.0651 -1.5981 4.4028
O -0.9217 -0.7715 1.7160
H 0.6418 -0.1232 2.9797
H -1.0136 0.6313 3.1381
H -0.2228 -0.6779 5.0758
H -0.1507 -2.1069 4.1834
H -2.2170 -2.1465 3.6269
H -1.7697 -1.1976 1.8805
```

- HOMO: -15.4 eV
- ΔE to the lowest compared entry with this formula, charge and spin: 16.3 kcal/mol
- Net charge: +2
- Kohn-Sham gap: 10.75 eV

Atomic partial charges in e from the natural (NBO) method, atoms 1 to 4: number 1, Zn, carries 1.772; number 2, C, carries 0.810; number 3, O, carries -0.772; number 4, N, carries -0.808

Molecular formula: C4H9NO2
Method: DFT, wB97M-V/def2-TZVPD

Structure (XYZ):
```
16
C4H9NO2 wB97M-V/def2-TZVPD
N -0.1396 -1.7056 -0.8364
C -1.2845 -0.9805 -0.9269
O -2.3833 -1.4730 -1.1377
C -1.0665 0.5026 -0.6212
C -0.3942 0.6777 0.7591
C 1.1330 0.9206 0.7839
O 1.8997 -0.2725 0.5790
H -0.2395 -2.7031 -0.7581
H 0.7530 -1.2564 -0.6646
H -0.4535 0.9775 -1.4029
H -2.0588 0.9686 -0.7345
H -0.8337 1.5425 1.2652
H -0.5706 -0.1815 1.4274
H 1.3915 1.6594 0.0154
H 1.4156 1.3448 1.7601
H 2.8314 -0.0211 0.4918
```

- HOMO: -9.4 eV
- ΔE to the lowest compared entry with this formula, charge and spin: 16.8 kcal/mol
- Kohn-Sham gap: 10.03 eV

Atomic partial charges in e from the natural (NBO) method, atoms 1 to 4: number 1, N, carries -0.843; number 2, C, carries 0.677; number 3, O, carries -0.620; number 4, C, carries -0.514

no.,electronic energy (a.u.)
1,-4293.38491
2,-1177.47492
3,-1036.70654
4,-1249.68489
5,-3135.65665
6,-363.05880